# 1
C21H17N5OS6SbSeTc as an isolated structure. Source: the Open Molecules 2025 dataset; level of theory: the ωB97M-V functional and the def2-TZVPD basis.

The geometry in XYZ format:
```
53
Properties=species:S:1:pos:R:3:forces:R:3:nbo_charge:R:1
C 1.6290 1.5743 0.4561 -0.02 -0.06 0.07 0.364
H 2.8248 3.9764 3.2445 0.01 0.01 0.00 0.251
N 0.6713 -3.1639 -0.6363 0.07 -0.16 -0.22 -0.435
N 2.1487 -2.8378 -2.4322 -0.06 0.16 0.12 -0.691
S -1.3694 -1.4513 -1.2798 -0.02 -0.04 0.03 0.243
C 2.6849 2.4546 0.2170 0.07 0.00 -0.17 -0.222
C -2.6866 3.6204 0.3274 0.02 0.01 0.02 -0.219
H -0.6166 -3.6816 0.8694 -0.01 -0.01 0.00 0.240
C 0.0336 -5.4479 -0.1934 0.02 0.01 -0.02 -0.245
Tc 0.5922 -0.9960 -0.2505 -0.49 0.04 -0.39 0.495
C 1.4273 -3.6518 -1.6407 -0.04 -0.01 0.24 0.297
C 1.5604 -5.0178 -1.9569 0.06 -0.15 -0.09 0.129
N -0.7201 0.0199 0.9684 0.32 -0.08 -0.12 -0.301
C 0.9399 1.6031 1.6916 -0.10 -0.06 -0.02 -0.225
H 3.9311 3.9804 1.0176 0.00 0.00 0.00 0.247
C -2.4880 -0.6626 -0.2110 0.02 -0.01 -0.03 -0.101
H -0.7366 4.5164 0.1905 0.00 0.00 0.01 0.217
H -1.2947 2.5172 2.9476 -0.01 0.00 -0.02 0.263
C -3.5602 2.6830 -0.1997 -0.02 0.01 -0.02 -0.193
C -0.0091 -4.0633 0.0597 -0.03 -0.09 0.06 0.146
C -0.3303 0.9655 1.8377 -0.21 0.03 0.09 0.478
H 0.9043 2.5262 3.6474 -0.01 -0.01 -0.01 0.239
N -2.0754 -0.0475 0.8309 -0.14 0.07 0.09 -0.260
S 3.0220 -2.9916 1.3660 -0.18 0.21 -0.13 -0.301
H 0.8790 -7.0069 -1.4201 0.01 0.00 0.02 0.272
H -0.0488 3.1257 -1.7393 -0.01 0.00 0.00 0.218
H -0.8736 1.0686 3.8636 0.01 0.02 0.00 0.267
S 2.3156 -1.2003 -2.0194 0.16 -0.04 0.05 0.250
S -4.1945 -0.6300 -0.6416 0.09 0.01 0.00 0.306
C -1.2664 1.4308 2.9069 0.10 -0.03 -0.01 -0.704
N 2.3959 -5.3071 -2.9720 0.04 0.22 0.00 -0.590
C -1.4114 3.7695 -0.2094 -0.02 -0.02 0.00 -0.173
H -0.5605 -6.0976 0.4330 0.00 -0.01 -0.01 0.269
C -3.1765 1.8919 -1.2791 0.01 -0.02 0.00 -0.052
H -3.0072 4.2490 1.1487 0.01 0.00 -0.01 0.230
S 1.5334 -1.6053 1.6217 0.36 -0.36 0.53 0.182
O 1.2933 0.7276 -0.5221 0.23 0.47 0.01 -0.562
C 1.4016 2.4963 2.6886 0.07 0.07 0.04 -0.122
C 3.1041 3.3089 1.2066 -0.05 0.00 0.12 -0.119
H -5.1146 1.1433 -1.8715 0.01 0.00 -0.04 0.261
C 0.8154 -5.9502 -1.1976 -0.01 0.09 -0.01 -0.089
C 2.4739 3.3152 2.4652 -0.01 -0.04 -0.09 -0.203
Sb 4.5437 -1.7050 -0.2187 -0.20 0.04 -0.06 1.035
H -3.7574 0.4531 -2.7756 0.00 0.00 -0.01 0.234
Se 3.1694 -3.8666 -3.5186 -0.02 -0.27 -0.05 1.342
C -1.0244 2.9882 -1.2890 -0.03 0.01 -0.03 -0.228
C -1.9068 2.0557 -1.8232 0.02 0.02 0.02 -0.233
H 3.1610 2.4353 -0.7549 0.00 0.01 0.01 0.237
C -4.0776 0.8150 -1.8013 -0.07 0.00 0.05 -0.509
S 5.2762 -3.3959 -1.4647 0.04 -0.04 0.00 -0.667
H -1.6127 1.4645 -2.6837 0.00 0.01 -0.01 0.216
H -2.2640 1.0386 2.7681 -0.02 -0.01 0.00 0.284
H -4.5487 2.5630 0.2280 0.01 0.00 0.00 0.231
```
Forces are in eV/Å.

Kohn-Sham gap   5.25 eV
Largest force on an atom   0.7 eV/A
Total charge   +2
Energy   -170630.059 eV



# 2
One molecule with the formula C6H12O. Source: the Open Molecules 2025 dataset; level of theory: the ωB97M-V functional and the def2-TZVPD basis.

The geometry in XYZ format:
```
19
Properties=species:S:1:pos:R:3:forces:R:3:nbo_charge:R:1
H -2.3016 -0.0479 1.1056 0.12 -0.08 -0.10 0.213
H -1.4926 1.6927 -0.9858 0.08 -0.08 0.08 0.210
H 0.9208 -1.5522 0.4702 -0.03 0.10 -0.11 0.164
C -0.5614 -0.1442 -0.3004 0.07 0.03 0.01 -0.098
C -1.5941 -0.7228 0.6290 -0.03 0.00 0.22 -0.418
C 0.8190 -0.8292 -0.3574 -0.13 -0.18 -0.05 -0.048
H 0.2681 1.6389 -1.1894 -0.11 0.00 -0.02 0.230
H 2.7398 -0.1273 1.5355 -0.09 0.04 -0.07 0.167
O 1.8994 0.0719 -0.3528 0.05 -0.02 -0.12 -0.538
H -0.4312 1.9112 0.4063 0.02 -0.07 -0.12 0.204
H -2.4861 -0.4121 -1.3927 0.13 -0.08 0.09 0.213
H 1.3108 0.9382 1.4524 0.10 -0.06 -0.08 0.167
C -0.5552 1.3577 -0.5314 -0.10 0.04 0.02 -0.607
H -1.3011 -1.5718 1.2444 -0.04 0.15 -0.10 0.210
H -1.4996 -1.9418 -1.2403 -0.01 0.16 0.11 0.210
H 0.9160 -1.3864 -1.2956 -0.03 0.09 0.10 0.189
C 2.2056 0.6032 0.9106 0.08 0.16 0.27 -0.252
C -1.7091 -0.9466 -0.8517 -0.04 -0.07 -0.20 -0.411
H 2.8523 1.4683 0.7435 -0.05 -0.12 0.08 0.193
```
Forces are in eV/Å.

Kohn-Sham gap   10.72 eV
Largest force on an atom   0.3 eV/A
Energy above the lowest of the compared OMol25 structures with the same formula, charge and spin   39.9 kcal per mole
Energy   -8462.625 eV



# 3
A 3-piece molecular cluster, C31H52N4O8P2S overall in a non-equilibrium geometry. Source: the Open Molecules 2025 dataset; level of theory: the ωB97M-V functional and the def2-TZVPD basis.

The geometry in XYZ format:
```
98
Properties=species:S:1:pos:R:3:forces:R:3:mulliken_charge:R:1
N -7.7117 -0.0431 -0.2253 -0.54 -0.90 1.41 0.177
C 6.8922 -2.8844 -4.0511 -0.15 0.24 0.14 -0.615
H -3.6905 1.6777 9.1912 0.04 -0.08 0.06 0.325
C -4.4953 1.8867 8.4798 -0.21 0.22 0.06 -1.163
H -5.3830 0.8836 0.0547 -1.18 1.81 1.61 0.252
H 6.5281 -4.3230 -10.0416 -0.12 -0.07 -0.19 0.263
H -7.8500 -3.2977 -1.7207 0.01 2.24 1.52 0.273
H -5.2720 1.1291 8.6180 0.11 0.05 0.00 0.416
O -0.8354 3.4936 6.5375 -0.02 -0.71 0.02 -0.373
H -1.7754 2.3404 4.3489 0.21 -0.08 0.05 0.212
H 8.2321 0.0586 -8.3291 -0.08 -0.17 0.12 0.326
O -0.3751 2.7054 8.7161 -2.33 -4.02 -0.50 -0.721
H 1.6750 -1.5430 -3.4554 0.46 1.41 1.87 0.342
H 5.2315 -6.3389 -9.2773 0.06 0.08 0.07 0.411
C -7.5870 1.4670 0.0664 1.53 -0.13 0.58 -0.711
H -4.0629 0.6367 3.1741 1.94 -0.44 -1.81 0.223
C -3.1415 1.9304 1.3452 3.40 -2.83 -1.76 0.474
H -7.7104 2.1307 -0.8894 0.01 -1.45 1.85 0.313
O 7.2370 -1.5619 -7.6155 0.43 -0.29 -0.53 -0.376
H -1.8375 2.7478 -0.5973 -0.32 -2.35 1.81 0.211
C -1.0679 0.4703 -0.1212 -0.06 -0.21 0.20 0.382
H -1.5172 1.0223 5.4911 0.00 -0.10 -0.04 0.130
O 6.0016 -3.2757 -6.2816 0.10 -1.22 -0.99 -0.323
O -2.1959 4.2073 8.5078 -0.80 -1.28 0.32 -0.343
H 0.2367 4.9872 9.1714 -0.17 -0.21 0.16 0.298
C -6.0449 1.6420 0.6890 -0.65 0.20 -0.40 -0.042
H 6.1011 -2.2289 -3.6750 0.39 -0.28 -0.04 0.082
H 6.9926 -4.7394 -5.1906 -0.02 0.19 0.04 0.376
C -5.5032 3.1896 0.6585 -0.02 -0.42 0.98 -0.627
H 9.1885 -1.4236 -8.2664 0.10 0.02 0.03 0.273
N 4.4530 -1.4264 -2.6075 -5.87 2.81 2.25 -0.558
H -5.3623 3.6013 -0.4298 -0.20 -0.88 2.12 0.332
C -0.5317 5.3751 9.8451 0.11 0.28 0.02 -1.063
H -4.4606 3.2500 2.7030 1.04 0.20 -2.44 0.142
C -1.8060 4.5440 9.8378 0.34 0.09 0.19 -0.350
C 0.7152 -0.7266 -1.4283 -2.45 1.14 1.61 0.263
H 4.0501 -1.8071 -3.4980 0.39 0.25 0.77 0.152
N -0.0782 0.5366 -1.2495 0.05 -5.35 3.00 -0.479
C 7.8417 -1.2900 -9.9509 -0.09 -0.01 -0.24 -0.921
H -0.7432 6.3949 9.5101 -0.04 -0.08 0.08 0.290
H -4.9058 2.8707 8.7375 0.08 -0.22 -0.10 0.272
H 7.9196 -2.3577 -10.1783 0.04 0.00 -0.08 0.183
H 8.5150 -0.7554 -10.6265 -0.02 -0.06 0.08 0.415
C -4.1015 3.2789 1.5664 -0.17 -1.19 -0.09 -0.613
C 8.2006 -1.0222 -8.5020 0.02 0.39 -0.19 -0.332
C -2.3280 -0.7707 2.0502 -1.26 3.58 -0.99 -0.664
H -3.5198 4.2712 1.3140 -1.06 -2.16 0.67 0.381
H -7.7522 -0.4410 2.1759 -0.06 -0.30 -2.82 0.258
C 5.4216 -5.4950 -8.6080 -0.27 -0.03 0.12 -1.090
O 5.8121 -3.0812 -8.5667 2.64 -2.42 -0.92 -0.260
C -7.8550 -2.4082 0.6458 0.40 5.35 -3.23 -0.483
H 1.8218 0.3452 -3.1676 -0.19 -2.31 1.28 0.298
H 0.6071 -4.4053 -1.6044 0.79 1.41 1.01 0.172
H -4.8163 2.0272 6.3597 0.14 0.08 -0.03 0.344
P 7.1560 -3.2107 -7.4850 -3.33 6.71 6.62 1.012
S 1.5200 -3.5707 -0.8877 -1.88 0.80 -0.23 -0.232
C -3.2566 0.5742 2.3171 2.77 -0.78 -3.01 -0.098
H -2.6189 5.1253 10.2807 -0.08 -0.03 -0.21 0.378
P -1.6298 2.7992 7.8137 2.75 9.56 -1.01 1.023
C -1.0038 1.7508 4.8559 -0.08 -0.06 -0.13 -0.728
H -6.1017 1.3080 1.8297 0.31 0.54 -2.52 0.011
C -0.0956 2.6392 5.6840 0.15 -0.01 -0.46 -0.566
N -0.4906 -2.1701 0.6642 1.66 5.83 -4.86 -0.484
H 4.5710 -5.3820 -7.9248 0.18 0.00 -0.18 0.245
H -7.8874 -3.3364 1.3613 0.04 2.14 -1.76 0.288
H 0.4948 3.2769 5.0179 -0.11 0.04 0.20 0.351
H 6.2950 -5.7404 -7.9961 0.08 -0.07 0.01 0.324
C 5.6463 -4.2209 -9.4014 -0.48 -0.46 -0.39 -0.251
C -1.9983 1.8248 0.1413 -1.60 -1.61 2.53 -0.703
H 3.0341 0.7863 -0.2127 1.51 -2.03 -0.65 0.265
H -3.5275 0.9081 6.8188 -0.19 -0.10 -0.10 0.282
C -3.9832 1.8757 7.0512 -0.70 -0.22 0.02 -0.216
H 6.8105 -0.9873 -10.1633 0.21 0.00 0.08 0.234
H 3.5863 -0.9885 0.3253 0.13 1.85 -1.66 0.206
H -0.1144 5.4246 10.8569 -0.06 0.02 -0.13 0.327
H 7.6427 -2.2284 -4.4995 0.05 -0.32 -0.12 0.266
C 3.3808 -0.8009 -1.9613 3.60 -1.72 -1.48 0.270
O -3.0317 2.9041 6.8054 0.67 -3.30 1.52 -0.225
H 5.3894 -4.3044 -4.6288 -0.11 0.09 -0.18 0.444
H 0.6024 2.0397 6.2723 0.11 -0.02 0.03 0.299
C 3.7427 -0.1282 -0.4793 -0.53 -0.63 -0.15 -0.822
C 0.4665 -2.0287 -0.4857 -1.87 1.05 0.80 0.143
H -7.6695 -0.3290 -2.6206 -0.17 -0.77 2.71 0.290
C 6.3169 -3.8923 -5.0348 0.39 0.07 0.40 -0.548
C 1.8587 -0.7239 -2.6398 0.21 1.20 1.37 -0.563
H 4.8801 0.1804 -0.3904 -2.47 -0.66 -0.61 0.322
C -1.2212 -0.8630 0.7994 -1.39 0.77 1.25 0.561
C -7.7349 -0.7838 -1.5443 -0.27 -4.13 5.50 -0.246
C -7.7750 -0.8268 1.0707 -0.18 -4.97 -4.46 -0.198
C -7.8365 -2.3531 -1.0252 0.38 3.47 2.09 -0.404
H 7.3464 -3.4004 -3.1981 -0.09 0.08 -0.08 0.336
H 4.7848 -4.0321 -10.0474 0.09 0.13 0.08 0.366
O 8.3589 -3.3266 -6.5169 0.30 -2.72 -3.80 -0.709
H -6.2903 3.8656 1.2476 1.64 -1.35 -1.48 0.275
H -8.3141 1.7404 0.9498 1.09 -0.45 -2.21 0.290
H -2.5242 -1.6833 2.7886 0.69 2.12 -1.97 0.221
H -0.4320 1.1956 4.1072 -0.06 0.03 0.06 0.483
H -1.7039 3.6381 10.4440 0.13 0.15 -0.11 0.329
```
Forces are in eV/Å.

Kohn-Sham gap   6.03 eV
Largest force on an atom   10.0 eV/A
Energy   -84720.190 eV